[1]
C22H43BFNO7 | ωB97M-V/def2-TZVPD

```
! wB97M-V def2-TZVPD RIJCOSX def2/J DEFGRID3
* xyz 0 1
C 1.3281 -0.8891 3.5914
C 1.5387 -2.2430 3.1791
C 2.3810 -2.6185 1.8715
C 1.6830 -3.7216 0.9314
O 0.2838 -3.4873 0.6682
C 0.0821 -2.1822 0.0799
C -1.0245 -2.1320 -1.0760
F -1.2603 -0.7348 -1.3829
O -2.1844 -2.9308 -0.8799
C -2.7964 -2.8101 0.4172
C -4.0175 -3.8998 0.4227
C -3.7981 -5.0523 1.5431
C -4.6048 -4.6952 2.8789
O -5.3242 -3.6681 3.0131
O -4.5103 -5.6469 3.9613
C -3.4811 -1.3980 0.7541
C -2.5004 -0.3867 1.5760
C -4.2223 -0.6926 -0.5010
C -4.0227 0.9246 -0.4392
B -0.2919 -2.7481 -2.4295
N -0.7675 -2.5009 -3.8201
O 0.8715 -3.6249 -2.2935
H 0.8043 -0.6602 4.5879
H 1.7097 0.0154 2.9998
H 1.1054 -3.0623 3.8587
H 3.4533 -2.9297 2.1219
H 2.4765 -1.6362 1.2665
H 2.2320 -3.7776 -0.0865
H 1.8785 -4.7503 1.4244
H 1.0815 -1.8627 -0.4129
H -0.0860 -1.4355 0.9358
H -2.1515 -3.0987 1.3136
H -4.0036 -4.4635 -0.5893
H -5.0438 -3.4107 0.4972
H -4.3003 -6.0047 1.1146
H -2.7034 -5.3253 1.7085
H -4.8083 -6.5258 3.6122
H -4.3293 -1.6316 1.5085
H -1.7453 0.1531 0.9054
H -3.1141 0.3345 2.2378
H -1.9101 -1.0393 2.3313
H -5.3398 -0.9254 -0.4862
H -3.7995 -1.0029 -1.5207
H -2.9185 1.2095 -0.6284
H -4.6187 1.4663 -1.2609
H -4.3612 1.3729 0.5570
H -0.9258 -3.4444 -4.2217
H -1.6288 -1.9384 -3.8258
H 0.8370 -4.3333 -2.9722
C 1.4098 2.9935 -1.1066
C -0.0146 2.7620 -0.6540
C 0.1869 2.1523 0.7192
O 1.4029 2.7036 1.2437
C 2.0928 3.3860 0.1869
H 1.5056 3.7518 -1.8850
H 1.8355 2.0579 -1.4850
H -0.5359 3.7210 -0.5644
H -0.5912 2.1218 -1.3244
H 0.3107 1.0653 0.6572
H -0.6396 2.3708 1.3999
H 2.0057 4.4625 0.3705
H 3.1508 3.1143 0.2020
C 5.8595 6.3491 -1.3288
C 5.7042 6.5785 -2.8147
C 4.6744 5.5317 -3.1898
O 3.8351 5.3425 -2.0416
C 4.4459 5.9909 -0.9151
H 6.2549 7.2119 -0.7901
H 6.5272 5.4992 -1.1523
H 5.3011 7.5805 -2.9951
H 6.6358 6.4796 -3.3747
H 5.1489 4.5717 -3.4196
H 4.0640 5.8321 -4.0446
H 3.8596 6.8878 -0.6874
H 4.4179 5.3269 -0.0484
*
```

LUMO energy	0.323	eV
orbital gap	9.51	eV
strongest force on any atom	0.1055	Eh/bohr

Atom charges from the Mulliken analysis, given in e for atoms 1 to 2: number 1, C, carries -0.723; number 2, C, carries 0.052

***

[2]
C22H43BrN2O | ωB97M-V/def2-TZVPD

```
! wB97M-V def2-TZVPD RIJCOSX def2/J DEFGRID3
* xyz 1 2
C 1.2927 -1.3418 -0.2359
C 1.4878 -1.2280 -1.6355
C 0.7117 -0.0790 -2.4779
C -0.8307 -0.5359 -2.5167
C -1.8833 0.5427 -2.0085
C -2.1825 1.5885 -3.1981
Br -3.6359 -0.4227 -1.7225
C 1.2046 0.0023 -3.9991
C 2.6269 0.6811 -4.2243
C 2.6934 1.0363 -5.8115
C 3.8463 -0.3717 -4.0073
N 2.8318 1.9741 -3.5161
O 2.1288 2.9349 -4.0955
C 2.4686 1.9270 -2.0715
C 2.3794 3.4769 -1.5930
C 3.5796 1.2717 -1.1240
C 0.9809 1.3431 -1.8033
H 1.6911 -2.2260 0.3660
H 0.6802 -0.5893 0.3556
H 2.1653 -1.9948 -2.1095
H -0.9614 -1.4575 -1.8493
H -1.1088 -0.9003 -3.5682
H -1.6291 1.0437 -1.0294
H -2.6284 2.5527 -2.7683
H -1.2172 1.9194 -3.7215
H -2.8570 1.1611 -3.9985
H 1.3063 -1.0841 -4.3611
H 0.3683 0.4462 -4.6371
H 1.6346 1.3843 -6.0759
H 2.8621 0.0937 -6.4256
H 3.4304 1.8668 -6.0308
H 4.3542 -0.5670 -5.0156
H 4.6531 0.1030 -3.3585
H 3.4949 -1.3807 -3.6380
H 3.2890 3.9892 -2.0418
H 2.5147 3.5464 -0.4572
H 1.3955 3.9624 -1.8620
H 3.3002 1.3318 -0.0138
H 4.5228 1.9110 -1.2372
H 3.7878 0.1802 -1.3328
H 0.2838 2.1730 -2.1798
H 0.8092 1.3043 -0.6717
C 0.1428 0.1953 3.3104
C -1.3137 0.3996 2.9117
C -2.2951 0.1622 4.0617
N -2.8908 -1.2550 4.1705
C -4.1508 -1.3386 3.3380
C -1.9491 -2.3950 3.7972
C -1.1751 -2.6632 5.0619
C -2.2602 -2.6166 6.1211
C -3.2317 -1.5357 5.6588
H 0.4075 -0.8610 3.3806
H 0.8033 0.6453 2.5659
H 0.3648 0.6628 4.2736
H -1.5591 -0.1816 2.0200
H -1.4098 1.4511 2.6230
H -3.1505 0.8338 3.9566
H -1.8182 0.3987 5.0141
H -3.8814 -1.1588 2.2941
H -4.8505 -0.5840 3.6958
H -4.5833 -2.3324 3.4575
H -2.5666 -3.2597 3.5390
H -1.3492 -2.1367 2.9251
H -0.4279 -1.8878 5.2520
H -0.6624 -3.6265 5.0378
H -1.8575 -2.4104 7.1138
H -2.7752 -3.5791 6.1737
H -3.1352 -0.6151 6.2306
H -4.2670 -1.8805 5.7179
*
```

LUMO energy (alpha / beta)	-2.388 / -2.388	eV
energy above the lowest of the compared OMol25 structures with the same formula, charge and spin	64.0	kcal/mol
orbital gap (alpha / beta)	8.28 / 8.99	eV
strongest force on any atom	0.0677	Eh/bohr

Atom charges from the Mulliken analysis, given in e for atoms 1 to 2: number 1, C, carries -0.735; number 2, C, carries -0.550

***

[3]
C22H43CeN2OP3 | ωB97M-V/def2-TZVPD

```
! wB97M-V def2-TZVPD RIJCOSX def2/J DEFGRID3
* xyz 3 2
Ce -0.6412 0.4406 0.2195
P 1.3121 -1.0516 2.1561
P 1.8099 2.0516 0.5085
P -0.8526 -2.6953 0.3503
H -0.4919 2.5720 -6.3997
C -1.4160 2.0221 -6.2214
C -2.2997 2.4582 -5.3028
H -2.0684 3.3301 -4.6980
C 2.7932 -1.7202 1.2676
C 2.1368 0.0463 3.3716
C 1.0682 -2.4727 3.3021
C 1.4409 3.1202 -0.9424
C 2.1943 3.3187 1.7826
C 3.4921 1.5006 0.0550
C -1.9962 -2.7669 -1.0790
C -1.6328 -3.9745 1.4286
C 0.4926 -3.7509 -0.3313
H -1.6959 1.1978 -6.8918
H -3.2966 1.9980 -5.3356
H 3.5144 -2.0654 2.0277
H 3.2551 -0.9586 0.6266
H 2.5054 -2.5626 0.6268
H 2.7737 -0.5401 4.0451
H 1.3797 0.5563 3.9740
H 2.7474 0.8086 2.8843
H 2.0400 -2.8060 3.6967
H 0.5766 -3.3287 2.8293
H 0.4498 -2.1588 4.1520
H 2.3277 3.7570 -1.1011
H 0.5654 3.7620 -0.7542
H 1.2444 2.5251 -1.8548
H 2.8951 4.0583 1.3626
H 2.6433 2.8756 2.6805
H 1.2664 3.8312 2.0866
H 4.0987 2.3682 -0.2379
H 3.4484 0.7975 -0.7848
H 3.9809 1.0067 0.9028
H -2.1947 -3.8338 -1.2555
H -1.5783 -2.3178 -1.9941
H -2.9353 -2.2545 -0.8340
H -2.1353 -4.7223 0.7957
H -2.3824 -3.4948 2.0763
H -0.9049 -4.5002 2.0664
H 0.0814 -4.5483 -0.9656
H 1.0588 -4.2076 0.4902
H 1.1444 -3.1062 -0.9304
C -0.5760 0.1457 -3.1628
C 0.6588 -0.1977 -3.7821
C 0.6153 -1.0533 -4.8857
C -0.6077 -1.5404 -5.3701
C -1.8156 -1.1264 -4.8154
C -1.8007 -0.2081 -3.7826
O -0.6273 0.6976 -1.9519
H 0.8173 -0.4628 -0.7305
H 1.6016 0.2060 -3.3683
H 1.5448 -1.4132 -5.3536
H -0.5653 -2.2883 -6.1701
H -2.7697 -1.4590 -5.2526
H -2.6822 0.2979 -3.3738
N -1.5553 -0.4282 3.8918
C -1.7997 0.8989 3.6973
C -2.2621 1.7143 4.7594
C -2.4881 3.0725 4.5428
C -2.2004 3.6036 3.2832
C -1.7336 2.7597 2.2764
N -1.5492 1.4173 2.4515
H -1.4468 -1.0761 3.1036
H -1.7629 -0.8457 4.7852
H -2.4487 1.2355 5.7279
H -2.8923 3.7004 5.3255
H -2.3768 4.6517 3.0415
H -1.4922 3.1330 1.2623
*
```

LUMO energy (alpha / beta)	-10.652 / -11.590	eV
energy above the lowest of the compared OMol25 structures with the same formula, charge and spin	46.4	kcal/mol
orbital gap (alpha / beta)	6.14 / 5.12	eV
strongest force on any atom	0.0376	Eh/bohr

Atom charges from the Mulliken analysis, given in e for atoms 1 to 2: number 1, Ce, carries 0.781; number 2, P, carries 0.563

***

Question: What is the formula in the third record?
Answer: C22H43CeN2OP3

***

Question: What is the formula in the first record?
Answer: C22H43BFNO7